# C5H13N5O4RuSSe2

A structure of composition C5H13N5O4RuSSe2 (ωB97M-V/def2-TZVPD, the OMol25 dataset).

Output
Kohn-Sham gap (spin up / spin down) (eV): 6.52 / 6.44
Relative energy (zero: lowest compared OMol25 entry of this formula, charge and spin) (kJ/mol): 82.4
2S+1: 1
Highest occupied orbital energy (spin up / spin down) (eV): -16.8 / -16.7
Total charge: +2

Geometry as XYZ:
```
31
Properties=species:S:1:pos:R:3:mulliken_charge:R:1
H 1.9603 -1.1176 2.0121 0.386
H 2.5719 -3.2160 0.6836 0.546
H 1.3937 -2.6088 2.7594 0.477
H 1.3829 1.7702 -1.9193 0.453
O -3.9306 -2.6483 -0.6188 -0.435
N -1.6234 2.0507 -0.8447 -0.429
N -2.1875 4.1827 -1.4855 -0.506
S -2.7484 -1.9190 -0.5124 1.217
H 3.1089 0.0520 -1.6017 0.381
C 1.5708 -2.7852 0.6385 -0.797
O -1.4372 -2.6603 -0.2407 -0.416
C 0.3857 2.0720 -1.6500 -0.279
N -0.4997 1.3210 -0.9728 0.148
H -3.1497 3.9623 -1.2829 0.292
H -1.9005 4.9317 -2.0961 0.316
H -1.1746 1.0302 2.4177 0.340
H 0.1511 0.4766 3.4815 0.417
H 0.5193 0.9960 1.8114 0.370
C 3.0006 -0.5536 -0.7056 -1.107
C -0.2143 0.5209 2.4551 -0.974
H 0.8616 -3.5964 0.4799 0.450
O -2.6584 -0.7689 0.4860 -0.388
H 3.8647 -1.2082 -0.6127 0.393
C 1.2976 -1.9703 1.8780 -0.714
H 2.8882 0.0731 0.1739 0.384
Se 1.4726 -1.7218 -0.9855 0.332
O -2.1914 -1.0987 -1.7192 -0.424
Ru -0.7117 -0.6707 -0.5142 0.671
Se -0.5470 -1.3000 1.8680 0.505
N -0.1186 3.2481 -1.9521 -0.786
N -1.3368 3.1561 -1.4310 1.178
```

***

# C60H120F22N11NaO20S10

A structure of composition C60H120F22N11NaO20S10 at a distorted geometry (ωB97M-V/def2-TZVPD, the OMol25 dataset).

Output
Kohn-Sham gap (eV): 6.89
2S+1: 1
Highest occupied orbital energy (eV): -10.2
Total charge: +2

Geometry as XYZ:
```
244
Properties=species:S:1:pos:R:3:mulliken_charge:R:1
N -5.9958 -1.6117 4.7715 0.208
N 1.5314 -1.1412 -0.2185 -0.096
H -5.9167 2.3716 4.1424 0.369
F -1.8082 -6.2270 -0.8795 -0.195
C -6.8320 -5.1628 -5.7884 -0.608
C 5.8407 -4.2411 8.8727 -0.460
C -1.3243 4.6376 -10.8751 -0.564
H 9.6885 1.9273 4.8880 0.418
H 4.3055 -5.3351 5.3666 0.522
H 7.1586 -6.0672 8.3776 0.569
H 11.6098 2.1324 0.4529 0.367
H 12.3447 3.4151 5.0264 0.384
H -4.8944 -4.8628 -4.6905 0.381
C -0.5280 7.6362 2.6378 -0.615
H 3.8751 -9.0796 6.4410 0.326
O -1.1303 -8.4178 -5.0053 -0.605
H -7.1825 -1.7744 -3.8078 0.517
H -6.5972 -3.5741 4.5238 0.452
C -4.5919 -0.8605 4.5772 -0.808
H -4.8344 -4.4136 -6.2386 0.393
S 0.1732 -8.3598 -4.3303 0.958
H 6.0157 -3.5505 6.5299 0.505
N 6.7359 -4.7925 -2.3628 -0.260
C -6.3390 -1.8524 6.2463 -0.785
O 0.5960 0.6387 -1.8037 -0.581
O 1.1770 4.7961 8.2637 -0.538
N 9.7599 3.4130 3.2537 0.288
H -8.1202 -1.2045 4.3440 0.321
H 10.9907 3.4508 5.8811 0.400
H -4.6216 9.6952 5.0707 0.347
H -4.9261 -3.4826 4.2040 0.375
H -1.9909 4.7487 -12.7541 0.340
H -8.7077 -3.1777 -5.2930 0.287
O -1.6562 -8.9071 -2.1378 -0.621
C -5.8236 -2.9242 -5.1051 -0.629
H -6.5945 -6.1949 -6.0464 0.419
C 1.2747 -7.3414 -5.5164 0.604
C -2.6535 9.0612 4.6531 -0.274
H 4.7849 -3.9943 8.7603 0.295
S 2.1931 -0.5396 0.9760 0.960
O -0.1874 0.8210 0.5291 -0.558
O 7.7020 -2.5298 -1.3869 -0.607
C -6.7382 3.7128 -4.3927 0.615
C 6.6481 -4.3476 6.1392 -1.051
H -0.3654 9.4334 -0.2646 0.258
O -7.4708 4.9870 -2.0473 -0.629
C -0.3131 1.1954 -9.2149 -0.796
H 7.1913 -4.6026 10.5409 0.366
Na 2.7259 -4.5815 -2.0794 0.962
S 7.5746 -3.2803 -2.6159 0.939
C 3.7214 -6.9638 6.5813 -0.606
H -2.0537 2.5555 -9.1226 0.436
H -1.6295 8.4931 -1.0578 0.379
C 5.8066 -8.2508 6.4572 -0.629
H 1.8130 1.4768 -9.1550 0.325
H 7.5906 -6.9707 6.0001 0.456
O 8.3645 -5.2197 -0.4835 -0.630
C 1.1687 1.6041 -11.2719 -0.711
C -11.5217 2.1598 -2.2708 0.641
F 2.9510 4.4686 10.0476 -0.331
C -3.9324 8.9421 5.4526 -1.404
C -4.6925 0.6633 4.7487 -0.660
H 12.8791 4.9351 6.7630 0.385
O 0.8218 -9.6087 -4.2438 -0.575
F 5.2613 -2.9354 -3.9087 -0.237
H 4.4022 -8.2606 4.9686 0.309
F 6.8079 -1.9910 -4.8555 -0.237
O 2.9260 0.6990 0.7637 -0.561
C -0.7546 10.1973 2.3745 -0.952
H -6.5117 -5.5893 -3.1953 0.432
H -2.8580 2.5687 -11.6957 0.344
H -5.7503 1.1386 2.8691 0.323
C -7.1437 -0.8359 4.0298 -0.632
C 8.7533 4.1325 2.3053 -0.642
H 6.3813 -3.3585 8.5307 0.353
C 6.1746 -4.2435 10.3812 -1.491
S -8.1515 4.4999 -3.2838 0.961
F 3.3134 -1.6937 0.9620 -0.297
S 7.8582 -5.6244 -1.8563 0.884
O -11.3840 4.2728 -3.8378 -0.638
H -3.8744 -1.3559 5.2313 0.424
C -5.5583 -4.4050 -5.4237 -0.814
H -5.4142 -3.8587 6.7892 0.419
H 8.2493 1.9010 4.0088 0.385
H 0.6656 3.3899 -12.4245 0.434
C 4.3783 -8.1926 6.0562 -0.592
O 3.6575 4.4926 7.7118 -0.552
C 11.1991 2.8962 1.1133 -0.588
H -2.6391 7.7685 0.7369 0.436
H -7.3360 -4.7271 -6.6511 0.439
H 11.9231 3.6913 1.2912 0.282
C 6.8366 -7.2137 -1.7238 0.599
H -2.3511 4.5020 -10.5352 0.410
O 1.0907 2.5241 6.5984 -0.564
H -6.4519 -3.1875 -3.1747 0.311
H 7.9450 3.4874 1.9610 0.424
H -0.2599 5.2419 -12.7886 0.281
H -7.3449 -2.2705 6.2083 0.434
H -7.4525 -6.9679 -3.6800 0.358
H 1.2293 8.2350 1.3172 0.301
C -0.9751 8.5332 -0.1870 -0.653
H -3.7391 0.9660 4.3157 0.398
C -0.9412 -7.0661 -0.3838 0.552
H -2.6974 6.9110 -12.0318 0.336
F -11.9908 1.6470 -3.3118 -0.206
F 7.6164 -8.2107 -1.5288 -0.211
N -1.4639 8.8329 2.2828 -0.076
H -0.0559 7.8800 3.5895 0.478
C -5.8573 -2.9430 4.0315 -1.026
C -11.3484 -5.9019 -6.7088 -1.473
N -7.9667 -5.1019 -4.7107 0.100
C -1.2237 5.3732 -12.2966 -0.351
C -0.1970 7.2701 0.1120 -0.621
C 10.6465 4.5332 3.9602 -0.726
S 0.4110 0.0132 -0.5512 1.007
C 0.4925 7.4433 1.4531 -0.683
H -3.6914 9.1394 6.4972 0.377
H 1.2102 0.0137 -9.8000 0.316
H 9.5212 2.7950 -0.1013 0.324
C 6.1989 -5.5780 8.2113 -0.532
H -1.1093 7.6773 -11.9948 0.364
H 11.4954 2.0417 3.0930 0.415
F 6.1800 -7.5885 -2.8616 -0.225
C 10.6949 2.4212 2.4580 -0.779
H 9.9988 5.5858 1.1641 0.349
H 5.4959 -6.2894 8.6447 0.392
O 3.3352 1.5561 6.8271 -0.598
O -8.7062 5.5858 -4.0810 -0.587
H 8.2166 4.9354 2.8107 0.404
F -0.9226 -0.9294 -0.7518 -0.305
C -7.5195 -5.9003 -3.4703 -0.973
H -6.3804 -0.8536 6.6808 0.312
H -1.1199 6.7228 2.6973 0.320
F 0.1355 -6.4898 0.1389 -0.219
H -8.2022 -5.8072 -2.6257 0.374
F -5.7033 3.2402 -3.6161 -0.221
O 8.8374 -3.3565 -3.3896 -0.604
H -3.3526 7.9650 2.7861 0.453
H 9.8632 5.1189 4.4412 0.365
H -2.7958 9.5535 0.6738 0.528
H 7.7194 -4.2474 6.3138 0.341
C 9.0313 2.5909 4.3260 -1.123
F 1.8818 -6.3450 -4.9340 -0.188
N -0.8642 3.1344 -10.8307 0.139
H -0.6780 5.1589 -10.1691 0.386
H -2.2421 10.0429 4.8878 0.326
H 8.6063 3.2397 5.0918 0.437
C -5.8693 1.3016 3.9403 -0.685
H -5.6408 -1.6595 8.8927 0.365
H 6.3516 -9.0380 5.9362 0.393
H -1.7101 1.2428 -11.4228 0.374
N -9.2054 3.1647 -2.9500 -0.319
H -8.9239 -3.5763 -3.5304 0.363
C -1.0202 2.5811 -9.4680 -0.682
C -1.8021 2.2986 -11.6774 -1.080
C 10.1839 3.5781 0.2670 -0.719
H -6.8909 -2.8384 8.7225 0.360
S -10.5571 3.8122 -2.7309 0.960
H -9.0713 -6.9703 -5.4284 0.344
C -2.1153 8.7187 0.8411 -0.668
H 6.0925 -3.3216 10.9569 0.378
C -8.2627 -3.6091 -4.3963 -0.554
F 6.0227 -1.1031 -3.0195 -0.217
C -1.7009 6.8969 -12.4733 -1.273
O 0.5802 -9.3330 -1.2156 -0.600
N 2.3226 2.4672 8.9074 -0.190
F 0.5095 -6.9478 -6.5741 -0.240
H -6.0617 -2.8107 2.9690 0.347
O 8.8811 -6.0703 -2.8859 -0.617
H -9.4412 -5.5539 -7.3388 0.245
H -4.3470 -2.5646 7.0489 0.256
H -4.1484 -1.0523 3.6001 0.539
C 0.6275 2.9375 -11.4336 -0.699
N 0.2268 -7.4224 -2.9131 -0.292
C -7.1247 0.6798 4.3981 -0.491
H -9.8206 -5.8422 -4.2410 0.444
C 9.4228 4.6680 1.0466 -0.725
F -10.7180 1.3084 -1.6785 -0.255
C 6.3081 -2.2437 -3.6679 0.681
C -5.4122 -2.7950 7.0274 -0.198
H 6.6707 -4.3136 5.0500 0.375
H 1.0577 3.7262 -10.8164 0.441
H 10.6724 3.8815 -0.6590 0.391
H -4.8890 -2.4185 -4.8622 0.398
H -0.5101 3.2921 -8.8181 0.440
H 1.1633 6.5973 1.6024 0.462
C 1.0375 1.0898 -9.8161 -0.562
H -11.1834 -6.8686 -7.1847 0.367
H -4.4954 8.0398 5.2140 0.354
F -1.5407 -7.7923 0.6353 -0.239
H 10.0259 1.5630 2.3946 0.543
H 8.7121 5.1724 0.3919 0.433
C -9.2640 -5.9280 -5.1742 -0.517
C -9.9745 -5.3006 -6.4225 -0.113
C 12.2651 5.3492 5.9633 -1.269
H 12.8119 6.0045 5.2853 0.341
H 2.7615 -6.9119 6.0675 0.367
F -12.4671 2.4862 -1.3638 -0.243
H -0.3276 10.1593 3.3766 0.392
H 4.0063 -4.8407 6.9930 0.373
C -2.8233 8.8630 3.1050 -0.743
S -0.3592 -8.3679 -1.8476 0.918
O -10.5469 4.7249 -1.6216 -0.629
H -1.4419 2.4022 -12.7010 0.450
H -5.2790 -3.4245 9.0672 0.400
H 11.0776 5.0906 3.1286 0.482
F -6.1978 4.6325 -5.2301 -0.232
H -11.8714 -5.3181 -7.4663 0.388
H 11.5219 5.9424 6.4961 0.344
C -6.9019 -2.7906 -4.0847 -0.776
F 2.1892 -8.1047 -6.1502 -0.238
F -7.2475 2.7760 -5.1584 -0.216
H 3.4439 -7.0489 7.6320 0.346
H 5.9516 -8.3049 7.5362 0.303
H -0.8963 0.3221 -9.5072 0.385
H -6.0965 -2.4811 -6.0628 0.299
N 5.9911 -5.6667 6.7009 0.086
H 0.7710 0.8846 -11.9877 0.335
H -1.6318 10.8435 2.4069 0.362
F 1.4776 0.6276 7.9504 -0.325
H -0.0324 10.3799 1.5788 0.392
C 11.5286 4.1153 5.2049 -0.591
H -7.1199 -1.0865 2.9693 0.469
H -4.7824 1.0264 5.7725 0.311
C 6.5006 -6.9668 6.0008 -0.799
S 2.4551 4.0756 8.4702 1.084
H -3.5077 9.6474 2.7817 0.493
S 2.1439 2.0154 7.5089 1.014
H 2.2211 1.5724 -11.5539 0.401
H -1.7716 7.0695 -13.5473 0.359
F 5.9908 -7.1822 -0.6019 -0.245
H 0.6578 7.0862 -0.5388 0.331
C 4.4644 -5.6342 6.4027 -0.725
H -7.2749 0.8346 5.4666 0.261
H -0.3054 0.9566 -8.1514 0.421
C -5.8345 -2.6645 8.5177 -1.422
H -10.1661 -4.2291 -6.3648 0.227
H -7.8666 1.2069 3.7983 0.366
H 5.5935 -5.0059 10.9000 0.351
H -0.8041 6.3746 -0.0206 0.342
O 1.6465 -0.9146 2.2960 -0.565
H -12.0731 -5.9700 -5.8975 0.370
H 6.2197 -6.7272 4.9753 0.479
H -1.9329 8.3612 5.0759 0.361
```

***

# C10H16

A cluster of 2 separate species, C10H16 in total at a distorted geometry (ωB97M-V/def2-TZVPD, the OMol25 dataset).

Output
Kohn-Sham gap (eV): 10.01
Relative energy (zero: lowest compared OMol25 entry of this formula, charge and spin) (kJ/mol): 42.9
2S+1: 1
SMILES string: CCc1ccccc1.CC
Highest occupied orbital energy (eV): -9.0
Total charge: 0

Geometry as XYZ:
```
26
Properties=species:S:1:pos:R:3:mulliken_charge:R:1
H -1.4037 2.1956 1.2052 0.186
H -0.7719 0.0273 -1.9494 0.326
H -2.3301 -1.3882 -0.8941 0.363
H -1.5546 -2.9855 -2.4873 0.308
C 1.9023 0.3945 0.1379 -0.572
C 1.6169 -0.6468 0.9957 -0.494
H 0.0640 4.7872 0.7096 0.351
C -1.5751 -2.0720 -0.4940 -0.837
H 0.2749 3.1910 -0.1630 0.042
H 1.2208 1.5380 -1.5438 0.553
C -1.1478 3.2232 1.4643 -0.796
H -1.9978 -4.1128 -1.1968 0.324
H 2.7533 1.0572 0.2028 0.413
C -0.3239 -1.2382 -0.3100 0.606
C -1.3687 -3.2489 -1.4466 -1.103
H -0.3541 -3.6553 -1.4024 0.349
C 0.5488 -1.5187 0.7322 -0.438
C -0.0437 -0.1702 -1.1664 -0.398
H 2.2440 -0.8440 1.8546 0.394
H -1.1219 3.3679 2.5450 0.285
H -1.9747 3.8553 1.1296 0.291
H -1.9160 -2.4189 0.4820 0.399
C 0.1461 3.7045 0.7804 -0.564
H 1.0241 3.4894 1.4022 0.231
H 0.4990 -2.3993 1.3627 0.369
C 1.0264 0.6732 -0.9211 -0.588
```

***

# C4H10O2

An isolated molecule of C4H10O2 (ωB97M-V/def2-TZVPD, the OMol25 dataset).

Output
Kohn-Sham gap (eV): 10.50
Relative energy (zero: lowest compared OMol25 entry of this formula, charge and spin) (kJ/mol): 70.3
2S+1: 1
SMILES string: OCCCCO
Highest occupied orbital energy (eV): -9.7
Total charge: 0

Geometry as XYZ:
```
16
Properties=species:S:1:pos:R:3:mulliken_charge:R:1
C -0.5146 -1.1154 0.1936 -0.595
H -2.5512 -0.8970 -0.4983 0.334
H 2.3722 0.8175 0.6383 0.381
C -1.6822 -0.2574 -0.3080 -0.420
H -0.6726 1.0127 -1.3142 0.411
H 1.3104 2.2390 -0.8421 0.295
H 1.8104 -0.0359 -0.8212 0.305
O 0.7395 1.6758 -0.3052 -0.579
C 0.6092 -0.3814 0.9339 -0.549
H -1.9882 0.4697 0.4617 0.264
H 0.2013 0.2165 1.7603 0.297
H 1.2739 -1.1304 1.3837 0.324
H -0.0892 -1.6259 -0.6819 0.283
C 1.4803 0.5162 0.0720 -0.484
O -1.3983 0.4001 -1.5225 -0.591
H -0.9009 -1.9040 0.8498 0.325
```

***

# C6H13NO

An isolated molecule of C6H13NO at a distorted geometry (ωB97M-V/def2-TZVPD, the OMol25 dataset).

Output
Kohn-Sham gap (eV): 10.52
Relative energy (zero: lowest compared OMol25 entry of this formula, charge and spin) (kJ/mol): 48.6
2S+1: 1
SMILES string: CCC[C@@H](C)NC=O
Highest occupied orbital energy (eV): -9.6
Total charge: 0

Geometry as XYZ:
```
21
Properties=species:S:1:pos:R:3:mulliken_charge:R:1
H -0.6434 1.0029 2.6589 0.309
H -0.7399 -0.9430 1.2498 0.292
C 1.0342 0.1186 -1.5427 -1.466
N -1.1479 -0.9541 -1.3111 -0.114
C 0.3326 1.2637 2.2331 -1.227
H 0.9391 1.6078 3.0700 0.382
C -2.2713 -0.4578 -1.8917 -0.058
H 0.1508 2.0815 1.5391 0.309
H 1.3342 -0.7095 -2.2014 0.359
O -2.5448 0.7266 -1.9071 -0.559
H 0.8805 0.9283 -2.2597 0.343
H -0.5878 0.8745 -0.4875 0.246
H -0.9106 -1.9258 -1.3956 0.265
C 0.1914 -0.8021 0.6912 -0.792
H 1.4888 -0.5592 2.4039 0.363
H 1.9097 0.4987 1.1104 0.217
H 1.9853 0.3206 -1.0436 0.326
C 1.0474 0.0523 1.6158 -0.385
H 0.6086 -1.7818 0.4578 0.397
H -2.8976 -1.2280 -2.3669 0.354
C -0.1594 -0.1142 -0.6227 0.440
```

***

# C6H13NO

An isolated molecule of C6H13NO (ωB97M-V/def2-TZVPD, the OMol25 dataset).

Output
Kohn-Sham gap (eV): 9.50
Relative energy (zero: lowest compared OMol25 entry of this formula, charge and spin) (kJ/mol): 159.2
2S+1: 1
SMILES string: CCN(C)[C@H](C)C=O
Highest occupied orbital energy (eV): -8.6
Total charge: 0

Geometry as XYZ:
```
21
Properties=species:S:1:pos:R:3:mulliken_charge:R:1
H -0.4892 2.2155 -1.3601 0.391
H 3.1034 0.1549 0.3558 0.286
H 3.0517 -1.4656 1.0881 0.360
C -0.3647 0.4319 1.3688 -0.963
H 2.2373 -0.0793 1.8517 0.294
O -1.6156 -1.9784 -0.2723 -0.460
C -1.8191 -0.8630 -0.6801 -0.023
H 0.3722 0.7578 2.0987 0.277
H -2.8596 -0.4902 -0.8005 0.351
H -1.8191 1.4576 -2.3283 0.443
H 1.5117 -1.0319 -0.9443 0.315
H -1.1431 1.1920 1.2807 0.318
H -1.9750 1.7894 -0.5745 0.340
H 0.7252 -1.7829 0.3691 0.335
C 1.2390 -0.8527 0.0950 -0.424
C 2.4778 -0.5482 0.9051 -1.107
N 0.2875 0.2784 0.0649 -0.069
C -1.2951 1.4797 -1.3753 -1.633
H -0.1375 -0.2741 -1.8606 0.404
C -0.7052 0.1201 -1.0182 0.206
H -0.7829 -0.5111 1.7365 0.356
```